# 1
Below is a structure of composition C4H4O2, with properties calculated with ωB97M-V with the def2-TZVPD basis set.

E_tot, eV: -8305.1679
Gap between HOMO and LUMO, hartree: 0.4154
E_LUMO, eV: 0.886
ΔE to the lowest compared entry with this formula, charge and spin, eV: 1.9093

```
! wB97M-V def2-TZVPD RIJCOSX def2/J DEFGRID3
* xyz 0 1
O 2.394 -0.938 -0.031
C 1.356 -0.358 0.062
O 1.192 1.014 0.180
C -0.197 0.803 0.445
C -0.922 0.270 -0.710
C -0.118 -0.668 0.259
H -0.660 1.251 1.311
H -2.006 0.307 -0.629
H -0.467 -0.143 -1.587
H -0.572 -1.537 0.700
*
```



# 2
Below is an isolated molecule of C3H9N3O, with properties calculated with ωB97M-V with the def2-TZVPD basis set.

E_tot, eV: -9771.4637
Gap between HOMO and LUMO, hartree: 0.3318
SMILES: [H]/N=C(/NO)N(C)C
E_LUMO, eV: 0.705
ΔE to the lowest compared entry with this formula, charge and spin, eV: 4.0754

```
! wB97M-V def2-TZVPD RIJCOSX def2/J DEFGRID3
* xyz 0 1
C 0.690 -0.940 1.202
C 1.245 -0.223 -1.045
N 0.189 -0.611 -0.123
N -1.115 1.316 -0.512
C -1.261 0.026 -0.211
O -0.440 2.069 0.456
N -2.273 -0.724 -0.098
H 0.067 2.695 -0.088
H -2.248 1.561 -0.447
H -1.945 -1.676 0.077
H 1.115 -0.060 1.703
H -0.099 -1.347 1.841
H 0.839 -0.033 -2.043
H 1.775 0.678 -0.707
H 1.482 -1.698 1.140
H 1.980 -1.032 -1.148
*
```



# 3
Below is a cluster of 2 separate species, C9H11ClFN2O in total, with properties calculated with ωB97M-V with the def2-TZVPD basis set.

E_tot, eV: -29766.7943
Gap between HOMO and LUMO (alpha / beta), hartree: 0.2623 / 0.2623
E_LUMO (alpha / beta), eV: -5.206 / -5.207
ΔE to the lowest compared entry with this formula, charge and spin, eV: 1.0027

```
! wB97M-V def2-TZVPD RIJCOSX def2/J DEFGRID3
* xyz 1 1
C 1.930 1.392 0.031
C 0.575 0.904 0.074
C 2.923 0.326 0.108
C 0.308 -0.398 0.058
C 2.616 -0.969 0.270
C -2.351 -1.468 1.694
C -2.063 -1.751 0.449
C -2.232 -1.873 -0.983
C -1.533 1.648 -0.664
N 1.336 -1.273 0.264
N 2.346 2.665 -0.114
O -0.409 1.927 0.085
F 4.166 0.805 0.289
Cl 3.741 -2.237 0.422
H -3.306 -1.721 1.974
H -1.783 -1.047 2.488
H -2.131 -3.026 -1.230
H -3.062 -1.363 -1.427
H -1.362 -1.446 -1.457
H -2.307 1.229 -0.045
H -1.393 0.891 -1.483
H -1.983 2.655 -0.959
H 1.008 -2.221 0.079
H 1.658 3.341 0.148
H 3.308 3.009 -0.070
*
```



# 4
Below is an isolated molecule of C4H5F, with properties calculated with ωB97M-V with the def2-TZVPD basis set.

E_tot, eV: -6942.8903
Gap between HOMO and LUMO, hartree: 0.3556
SMILES: F[C@]12C[C@@H]1C2
E_LUMO, eV: 1.180
ΔE to the lowest compared entry with this formula, charge and spin, eV: 2.3263

```
! wB97M-V def2-TZVPD RIJCOSX def2/J DEFGRID3
* xyz 0 1
C -0.175 1.144 -0.249
C -0.219 -1.125 -0.230
C -0.592 0.039 0.688
C 0.771 -0.024 -0.351
F 2.039 0.039 0.232
H -0.768 1.418 -1.033
H 0.145 2.176 0.147
H 0.041 -2.189 0.104
H -0.865 -1.405 -1.064
H -0.377 -0.073 1.758
*
```



# 5
Below is an isolated molecule of C4H7NO, with properties calculated with ωB97M-V with the def2-TZVPD basis set.

E_tot, eV: -7796.2383
Gap between HOMO and LUMO (alpha / beta), hartree: 0.2709 / 0.2748
E_LUMO (alpha / beta), eV: -0.229 / -0.150
ΔE to the lowest compared entry with this formula, charge and spin, eV: 3.4061

```
! wB97M-V def2-TZVPD RIJCOSX def2/J DEFGRID3
* xyz 0 1
C -0.799 -1.313 -0.700
N -0.295 0.023 -0.291
C 0.393 0.553 -1.274
C -0.254 0.316 1.044
C 0.782 1.129 1.605
O 0.986 1.278 2.802
H -1.060 -1.327 -1.763
H -1.636 -1.628 -0.088
H 0.056 -1.981 -0.554
H 1.247 1.168 -1.068
H 0.111 0.295 -2.282
H -0.991 -0.137 1.697
H 1.460 1.622 0.872
*
```



# 6
Below is a structure of composition C18H23N5RuS2, with properties calculated with ωB97M-V with the def2-TZVPD basis set.

E_tot, eV: -50716.0671
Gap between HOMO and LUMO (alpha / beta), hartree: 0.2706 / 0.1931
E_LUMO (alpha / beta), eV: -10.249 / -12.198
ΔE to the lowest compared entry with this formula, charge and spin, eV: 0.0000
Expectation value of S²: 0.8227

```
! wB97M-V def2-TZVPD RIJCOSX def2/J DEFGRID3
* xyz 3 2
Ru -1.202 -0.210 -0.221
C -2.741 2.484 -0.200
C -1.495 2.707 0.605
N -0.954 1.447 1.174
C -1.483 1.004 2.487
C -2.909 0.524 2.425
S -3.107 -0.751 1.132
C -4.418 -0.067 0.063
C -3.865 0.505 -1.225
N -2.598 1.257 -1.023
H -2.916 3.358 -0.830
H -3.622 2.385 0.429
H -1.685 3.443 1.390
H -0.718 3.116 -0.042
H 0.048 1.602 1.309
H -1.406 1.797 3.235
H -0.844 0.182 2.813
H -3.636 1.311 2.246
H -3.163 0.053 3.375
H -4.990 0.641 0.661
H -5.092 -0.890 -0.173
H -4.629 1.138 -1.686
H -3.650 -0.303 -1.927
H -2.253 1.513 -1.948
N 3.012 -1.101 -0.670
C 3.913 0.010 -0.619
C 5.275 -0.224 -0.542
C 6.146 0.854 -0.499
C 5.664 2.148 -0.555
C 4.295 2.383 -0.635
C 3.427 1.308 -0.651
S 1.690 1.609 -0.710
N 1.003 0.070 -0.506
C 1.702 -1.051 -0.554
C 0.930 -2.311 -0.500
C 1.472 -3.564 -0.338
C 0.631 -4.676 -0.392
C -0.724 -4.487 -0.612
C -1.199 -3.194 -0.722
N -0.391 -2.118 -0.660
H 3.445 -2.008 -0.772
H 5.655 -1.238 -0.512
H 7.210 0.677 -0.423
H 6.352 2.982 -0.535
H 3.912 3.395 -0.687
H 2.527 -3.712 -0.155
H 1.037 -5.672 -0.267
H -1.406 -5.323 -0.679
H -2.252 -3.005 -0.875
*
```